{"formula": "C20H65O18PS3", "method": "wB97M-V/def2-TZVPD", "gap_ev": 8.8, "elements": ["C", "C", "C", "O", "C", "O", "C", "S", "P", "C", "S", "O", "O", "O", "C", "O", "C", "S", "H", "H", "H", "H", "H", "H", "H", "H", "H", "H", "H", "H", "H", "H", "H", "H", "H", "C", "O", "H", "H", "H", "H", "C", "O", "H", "H", "H", "H", "C", "O", "H", "H", "H", "H", "C", "O", "H", "H", "H", "H", "C", "O", "H", "H", "H", "H", "C", "O", "H", "H", "H", "H", "C", "O", "H", "H", "H", "H", "C", "O", "H", "H", "H", "H", "C", "O", "H", "H", "H", "H", "C", "O", "H", "H", "H", "H", "C", "O", "H", "H", "H", "H", "C", "O", "H", "H", "H", "H"], "positions_angstrom": [[-1.3711, 0.3452, -2.8314], [-0.1787, -0.4810, -2.0710], [-0.1582, -1.9986, -2.7414], [1.0377, -2.7859, -2.4025], [2.2767, -2.1677, -2.8997], [2.4377, -1.6316, -4.1364], [3.5424, -2.1044, -1.8085], [3.8501, -3.8309, -1.0972], [3.2451, -3.7275, 0.9834], [2.5226, -3.6219, 2.7825], [0.9951, -2.5362, 2.6866], [1.3500, -1.2711, 1.8690], [0.5563, -2.0728, 4.1004], [-0.3649, -0.6685, -0.6251], [-0.8350, 0.5511, 0.0476], [-1.8862, 0.4110, 0.9023], [-0.1995, 2.0560, -0.0830], [1.6589, 2.1211, -0.3070], [-0.9903, 1.4450, -3.0069], [-2.3914, 0.3935, -2.2611], [-1.4816, -0.1366, -3.9175], [0.8161, 0.1169, -2.2230], [-1.0813, -2.5694, -2.2520], [-0.3453, -2.0072, -3.8968], [3.1423, -1.4406, -0.9139], [4.5333, -1.6984, -2.2838], [1.8833, -4.0027, 0.5179], [4.0251, -4.8960, 1.3464], [3.6935, -2.3548, 1.1069], [3.3339, -3.1522, 3.5060], [2.2345, -4.6855, 3.2182], [-0.0478, -3.1973, 2.0015], [-0.4367, 2.6075, 0.9487], [-0.8229, 2.6264, -0.8959], [1.9007, 3.3641, -0.9721], [-5.5809, -1.1799, 0.3745], [-4.3258, -1.7860, 0.1262], [-6.3116, -1.5718, -0.3369], [-5.9045, -1.4135, 1.3918], [-5.4957, -0.0979, 0.2472], [-3.6983, -1.4190, 0.7721], [6.8935, -3.3279, 0.8978], [6.3296, -2.8864, 2.1190], [6.2590, -4.1109, 0.4761], [6.9496, -2.4908, 0.1976], [7.8925, -3.7310, 1.0814], [6.9138, -2.1925, 2.4693], [0.0888, 4.9999, -2.4864], [-0.5309, 4.4923, -1.3192], [0.6650, 4.2010, -2.9589], [-0.6763, 5.3545, -3.1814], [0.7595, 5.8195, -2.2170], [-1.0344, 5.2231, -0.9219], [-8.8280, 1.4298, 1.1476], [-8.4654, 0.1791, 0.5922], [-8.4154, 2.2277, 0.5257], [-9.9171, 1.5165, 1.1725], [-8.4221, 1.5120, 2.1588], [-8.8453, -0.5089, 1.1648], [5.6814, -7.8716, 2.4954], [5.1899, -7.0702, 1.4369], [5.8473, -7.2403, 3.3715], [4.9482, -8.6443, 2.7394], [6.6263, -8.3322, 2.1966], [5.0523, -7.6572, 0.6740], [-7.2065, 2.9658, -2.2538], [-7.7716, 1.6839, -2.4579], [-6.8153, 3.3370, -3.2039], [-7.9757, 3.6498, -1.8866], [-6.3914, 2.8945, -1.5294], [-8.1101, 1.3805, -1.5983], [2.1291, -9.2449, 3.5639], [2.9498, -10.1118, 2.8029], [2.3041, -8.2159, 3.2413], [1.0791, -9.5013, 3.4033], [2.3806, -9.3401, 4.6232], [2.7728, -11.0169, 3.1113], [-1.8723, 8.1893, -2.5728], [-1.3527, 7.6282, -1.3813], [-2.4477, 7.4269, -3.1030], [-2.5255, 9.0299, -2.3261], [-1.0488, 8.5277, -3.2066], [-0.8474, 8.3275, -0.9327], [-0.8066, 10.6977, -5.9200], [-0.2870, 10.1366, -4.7286], [-1.3821, 9.9353, -6.4502], [-1.4599, 11.5383, -5.6733], [0.0168, 11.0361, -6.5538], [0.2182, 10.8359, -4.2799], [7.8038, -1.5771, 5.3060], [8.2062, -1.6531, 3.9509], [6.9237, -2.2079, 5.4512], [8.6137, -1.9321, 5.9481], [7.5534, -0.5430, 5.5554], [8.9884, -1.0838, 3.8526], [-4.8657, -5.3231, -0.7528], [-5.4296, -4.8816, 0.4684], [-5.5002, -6.1061, -1.1746], [-4.8095, -4.4860, -1.4530], [-3.8666, -5.7262, -0.5693], [-4.8453, -4.1877, 0.8187], [-0.2195, 7.9554, 2.5223], [-0.0252, 8.2523, 1.1518], [-0.9767, 8.6303, 2.9282], [-0.5609, 6.9226, 2.6275], [0.7193, 8.0969, 3.0635], [0.6514, 7.6381, 0.8193]]}